Formula: C33H83N4O5
Source: the OMol25 dataset
Level of theory: ωB97M-V/def2-TZVPD

Results
Energy relative to the best compared isomer or geometry (same formula, charge and spin): 266.0 kJ/mol
E_tot: -51730.7048 eV
Gap between HOMO and LUMO: 4.19 eV
HOMO energy: -9.4 eV

Structure (ORCA input):
```
! wB97M-V def2-TZVPD RIJCOSX def2/J DEFGRID3
* xyz 3 1
C 0.75 1.55 -2.34
O 1.10 0.46 -1.49
H 1.43 2.39 -2.43
H 0.64 1.19 -3.37
H -0.21 2.00 -2.08
C 4.70 5.61 0.86
C 4.07 4.93 2.15
N 5.07 4.52 3.32
C 4.15 3.81 4.41
C 6.14 3.42 2.88
C 5.46 2.10 2.41
C 5.81 5.67 3.93
C 6.33 5.65 5.33
O 7.29 4.67 5.57
C 7.59 4.43 6.93
H 5.36 6.43 1.13
H 3.89 6.05 0.28
H 5.14 5.00 0.08
H 3.49 4.07 1.82
H 3.46 5.67 2.68
H 4.61 3.25 5.23
H 3.36 3.21 3.95
H 3.49 4.51 4.91
H 6.64 3.08 3.79
H 6.79 3.87 2.13
H 4.82 2.23 1.54
H 4.73 1.57 3.02
H 6.23 1.36 2.21
H 5.16 6.54 3.96
H 6.59 6.01 3.25
H 5.59 5.46 6.11
H 6.97 6.53 5.42
H 8.51 3.86 7.07
H 6.83 3.91 7.51
H 7.79 5.42 7.34
C -4.19 -2.06 -4.95
C -3.96 -3.48 -5.36
N -3.75 -3.76 -6.93
C -5.17 -3.81 -7.52
C -2.86 -2.67 -7.56
C -1.50 -2.55 -7.00
C -3.02 -5.16 -7.12
C -2.93 -5.65 -8.58
O -3.89 -6.62 -8.94
C -3.57 -7.86 -8.33
H -4.81 -2.14 -4.06
H -4.56 -1.37 -5.71
H -3.27 -1.63 -4.55
H -4.64 -4.29 -5.12
H -3.04 -3.75 -4.84
H -5.83 -4.40 -6.89
H -5.29 -4.31 -8.49
H -5.45 -2.77 -7.61
H -3.42 -1.75 -7.36
H -2.86 -2.89 -8.63
H -0.90 -2.07 -7.78
H -0.91 -3.47 -6.91
H -1.39 -2.00 -6.07
H -3.68 -5.75 -6.49
H -2.02 -5.34 -6.72
H -1.95 -6.06 -8.83
H -2.93 -4.77 -9.22
H -2.61 -8.18 -8.74
H -4.41 -8.50 -8.60
H -3.49 -7.72 -7.25
C -2.89 4.52 3.54
C -2.43 4.73 2.13
N -3.44 5.55 1.25
C -3.46 7.01 1.63
C -2.97 5.35 -0.20
C -1.56 5.89 -0.51
C -4.90 5.00 1.52
C -5.22 3.59 1.10
O -4.91 2.59 1.99
C -4.49 1.31 1.31
H -3.67 3.77 3.54
H -3.24 5.47 3.94
H -1.96 4.28 4.06
H -2.25 3.73 1.74
H -1.53 5.35 2.06
H -4.20 7.53 1.03
H -2.46 7.39 1.41
H -3.58 7.10 2.71
H -3.63 5.85 -0.90
H -3.22 4.33 -0.47
H -0.73 5.72 0.16
H -1.71 6.96 -0.69
H -1.34 5.59 -1.54
H -5.40 5.63 0.79
H -5.15 5.20 2.56
H -5.09 3.29 0.06
H -6.31 3.53 1.12
H -5.02 0.88 0.45
H -4.58 0.44 1.96
H -3.43 1.28 1.03
C -0.37 -4.29 0.57
C 0.33 -5.19 1.61
N 1.32 -4.35 2.55
C 2.54 -3.97 1.70
C 0.77 -3.03 3.22
C -0.37 -3.21 4.15
C 1.75 -5.41 3.66
C 2.61 -6.64 3.27
O 1.70 -7.46 2.70
C 2.35 -8.49 1.91
H 0.35 -3.82 -0.09
H -1.02 -3.50 0.94
H -0.97 -4.96 -0.04
H 0.95 -5.89 1.06
H -0.46 -5.68 2.19
H 2.97 -4.87 1.27
H 3.26 -3.37 2.26
H 2.12 -3.33 0.93
H 0.52 -2.47 2.31
H 1.52 -2.59 3.87
H -0.82 -2.26 4.43
H -0.07 -3.76 5.04
H -1.15 -3.69 3.55
H 0.93 -5.54 4.36
H 2.43 -4.81 4.26
H 3.02 -6.82 4.26
H 3.46 -6.43 2.61
H 1.63 -9.14 1.40
H 2.80 -9.20 2.60
H 3.23 -8.30 1.29
*
```


Formula: C10H13Cl3N4S3SiZr
Source: the OMol25 dataset
Level of theory: ωB97M-V/def2-TZVPD

Results
Energy relative to the best compared isomer or geometry (same formula, charge and spin): 2.6 kJ/mol
E_tot: -95763.2505 eV
Gap between HOMO and LUMO: 6.73 eV
HOMO energy: -14.3 eV

Structure (ORCA input):
```
! wB97M-V def2-TZVPD RIJCOSX def2/J DEFGRID3
* xyz 2 1
Zr -0.30 -0.69 -2.29
N 1.26 1.04 -2.14
C 1.96 1.09 -0.81
C 2.26 -0.33 -0.37
N 0.98 -1.09 -0.35
H 1.95 0.95 -2.88
H 0.81 1.94 -2.32
H 1.29 1.56 -0.10
H 2.87 1.68 -0.88
H 2.74 -0.33 0.60
H 2.94 -0.82 -1.08
H 0.47 -0.83 0.50
H 1.18 -2.09 -0.25
S -4.07 -0.24 2.36
C -3.37 -0.17 0.92
S -4.23 -0.30 -0.64
C -2.77 0.01 -1.47
N -1.71 0.16 -0.71
N -2.02 0.01 0.63
C -1.09 0.48 1.61
C -0.60 -0.42 2.55
C 0.31 0.03 3.50
C 0.71 1.36 3.50
C 0.20 2.25 2.56
C -0.71 1.82 1.61
S -2.47 0.04 -3.18
H -0.96 -1.44 2.56
H 0.68 -0.65 4.25
H 1.41 1.71 4.25
H 0.50 3.29 2.59
H -1.15 2.51 0.90
Cl -0.72 -3.10 -2.07
Si -0.35 -3.75 -4.60
Cl 0.56 -1.11 -4.46
Cl 1.44 -4.59 -4.31
*
```